Density functional theory data (wB97M-V/def2-TZVPD) for a 2-piece molecular cluster, C3H12N3O overall at a distorted geometry.

Last columns: bonded neighbours and bond lengths (Å).
Geometry (Å):
1 O 1.832 2.745 1.333  C5 1.403, H9 0.962
2 N 0.140 -0.623 -1.626  C6 1.472, H12 1.076, H15 1.021, H19 1.018
3 N -1.941 -2.317 0.965  C7 1.387, H10 1.006, H18 1.007
4 N 0.174 1.659 -0.033  C5 1.479, H11 1.016, H17 1.013
5 C 1.579 1.706 0.425  O1 1.403, N4 1.479, H13 1.093, H14 1.087
6 C -0.857 -1.523 -1.024  N2 1.472, C7 1.334, H16 1.078
7 C -0.881 -1.724 0.295  N3 1.387, C6 1.334, H8 1.088
8 H -0.107 -1.471 1.016  C7 1.088
9 H 1.728 2.389 2.222  O1 0.962
10 H -2.875 -2.080 0.676  N3 1.006
11 H -0.052 2.582 -0.396  N4 1.016
12 H 0.191 0.247 -0.995  N2 1.076
13 H 1.786 0.731 0.873  C5 1.093
14 H 2.189 1.885 -0.457  C5 1.087
15 H 1.081 -1.002 -1.739  N2 1.021
16 H -1.546 -2.043 -1.671  C6 1.078
17 H -0.471 1.515 0.734  N4 1.013
18 H -1.792 -2.311 1.961  N3 1.007
19 H -0.178 -0.365 -2.558  N2 1.018

Output
LUMO level, eV: -2.99
Charge: +1
Relative energy (zero: lowest compared OMol25 entry of this formula, charge and spin), kcal/mol: 56.0
Total energy, Ha: -360.7454
Frontier orbital gap, eV: 9.90

Results of the natural (NBO) charge analysis, in e, for atoms 1 through 2: number 1, O, carries -0.693; number 2, N, carries -0.723